A molecular structure, C31H61N6O7PS2Ti in a non-equilibrium geometry. Source: OMol25; level of theory: ωB97M-V/def2-TZVPD.

HOMO energy (alpha / beta): -6.79 / -7.12 eV
Expectation value of S²: 2.007
Multiplicity: 3
LUMO energy (alpha / beta): -0.26 / -0.85 eV

Element x y z (Å)
C 3.87876 -1.18550 0.08198
H -4.08876 -1.74260 2.36347
H -2.73112 -1.15240 -5.66962
C 4.10370 -2.32526 1.08986
H -1.72476 5.44170 2.03715
H -3.57201 2.42336 -4.20155
C -1.95482 2.16535 0.89577
H -1.39090 3.21026 -0.86357
H 2.37621 1.76430 2.62626
H -0.89853 0.24700 2.67341
H -5.30178 -3.53798 1.17561
C 5.41632 1.78142 2.13070
H -1.72921 -2.09201 3.08732
H -3.09221 3.23953 2.42531
H -2.27434 1.00213 -6.57256
C -0.70884 5.04618 2.01943
H 1.91240 4.70292 -1.04597
H 3.92608 0.68077 3.99469
C -0.93349 -5.35986 -0.12127
H 5.08387 -2.23822 1.56309
H 4.75176 -0.66208 3.20917
H -4.96413 -3.98771 2.86369
H 4.19422 0.90699 -0.28897
C -3.59507 -0.73200 -5.14362
C -2.39867 2.39747 2.35132
C 3.16347 3.31135 1.46662
O -1.74119 -4.25345 0.34957
C 0.36856 -5.29343 0.65931
C -0.81486 0.05362 1.59214
H -0.16544 -6.32635 -1.84752
H -1.55175 2.58982 3.01171
H -2.91015 1.51371 2.73636
H -0.13081 -4.55673 -1.97072
C 2.16656 2.58416 -1.27942
H -2.50927 4.10644 0.15300
H -2.79778 1.17389 -0.84098
H -2.71990 -1.12111 -3.20033
C 4.41362 0.19989 0.51676
N 2.93182 1.85481 1.77637
H 0.28782 -1.81051 1.37318
C -3.19924 -0.31171 -3.75252
C -1.60786 3.48665 0.17284
C 4.17571 0.93103 1.87236
H -4.07533 0.02042 -3.18935
H 1.39129 -2.91185 -1.08183
N -2.24901 0.81778 -3.88851
H 1.26439 -0.45723 1.93261
H -3.60952 2.17745 -6.63726
C 1.34019 3.78839 -0.83754
C 2.34267 -2.41917 -1.29818
C -3.14953 1.39187 -6.03997
H 5.49681 0.05956 0.48583
O -4.11719 0.37036 -5.88600
S -3.93077 -3.70796 -1.55585
H 1.13004 -5.92434 0.19654
H -4.38180 -1.48069 -5.09280
O 1.80838 1.49356 -0.64616
H -0.03076 5.88270 2.19542
H -0.61853 4.35520 2.85457
C 3.94119 0.05455 3.09760
N 0.86904 3.73127 0.54465
H 5.31630 2.39338 3.02894
H -1.65722 -5.41917 -2.16337
H 3.15337 -3.14494 -1.31383
C -3.53968 -2.63098 2.04632
H 1.47579 4.10379 2.49927
H 0.02106 1.86292 1.11546
Ti 0.78072 -0.17313 -0.87295
N -0.55018 0.91805 -2.11477
C 2.11841 -1.84472 -2.73961
H 3.65663 3.35277 0.49762
O -2.93935 -2.20644 0.79993
H 0.46578 3.78915 -1.49103
H -1.49460 -6.24409 0.18109
H -1.90950 -3.82804 2.79773
N -0.76938 1.30026 0.81953
O 3.07301 2.67190 -2.07185
H 0.23311 -5.61205 1.69395
N 2.53344 -1.27652 -0.43919
C -2.72204 1.94344 -4.69663
C -0.71343 -5.40972 -1.62049
H -0.46084 5.23719 -0.05538
H 3.33018 -2.33803 1.85567
H 3.84287 3.72009 2.20710
H -1.68977 -0.51045 1.29108
H -2.88724 -3.03375 4.05068
C -1.34049 0.96747 -2.95129
C 1.88721 4.15028 1.49051
C -2.44559 -2.91504 3.05781
H 4.07075 -3.28708 0.58081
H 2.22214 5.18920 1.33006
H 5.66676 2.42236 1.28501
C -0.46001 4.40180 0.65930
H -3.94051 2.21971 0.03863
H -3.49192 0.63507 0.67646
H -4.01135 -4.67850 1.53712
H 4.53102 -1.41731 -0.77072
S -1.15453 -1.95211 -1.45530
C -3.11461 1.51081 0.14604
O 2.51541 -2.45131 -3.69707
O 1.45941 -0.70817 -2.71675
H 0.72821 -4.26374 0.66931
H -1.91697 2.66828 -4.81110
H 3.00517 -0.49766 3.04291
H 6.25162 1.10123 2.29233
C -4.51610 -3.77836 1.88932
P -2.47149 -3.08157 -0.45187
H 2.33995 1.51418 0.98318
C 0.45294 -0.73817 1.24654

A single CH4NO2P molecule in a non-equilibrium geometry. Source: OMol25; level of theory: ωB97M-V/def2-TZVPD.

HOMO energy: -10.33 eV
Relative energy (zero: lowest compared OMol25 entry of this formula, charge and spin): 21.3 kcal/mol
LUMO energy: 0.65 eV

Element x y z (Å)
C -0.50009 1.22071 0.39967
N -0.12387 -1.46697 -0.32701
H -1.05089 -1.62004 -0.68567
H 0.59219 -2.10969 -0.87905
H -1.50833 1.18667 0.36646
P 0.61930 -0.08558 0.22002
O 0.22332 1.13902 -0.81786
O 1.97779 -0.26675 0.57905
H -0.22941 2.00263 1.14438